C25H36CrN6O4PS3 as an isolated structure in a non-equilibrium geometry, computed with the ωB97M-V functional and the def2-TZVPD basis.

## Properties
- HOMO (spin up / spin down) (Eh) = -0.194 / -0.271
- charge = 0
- energy relative to the best compared isomer or geometry (same formula, charge and spin) (kcal per mole) = 7.1
- multiplicity = 6
- ⟨S²⟩ = 8.792
- gap between HOMO and LUMO (spin up / spin down) (eV) = 5.415 / 7.334
- E_LUMO (spin up / spin down) (hartree) = 0.005 / -0.002

Geometry as XYZ:
```
76
Properties=species:S:1:pos:R:3:forces:R:3:lowdin_spin:R:1
Cr -1.55109 1.74217 -0.06370 0.079 0.897 -1.792 3.754
N -2.88344 2.84537 1.43331 -0.384 1.567 0.379 0.043
C -4.21349 2.22474 1.44610 0.605 0.188 1.113 0.006
C -3.96055 0.71749 1.59133 -1.570 -0.581 -0.510 0.005
N -3.12975 0.28857 0.41434 -0.012 -1.080 0.180 0.031
H -2.36839 2.62077 2.29703 -0.383 0.256 -0.470 0.004
H -2.90347 3.87948 1.34395 -0.077 -0.971 0.088 0.003
H -4.71312 2.44290 0.47828 0.095 -0.153 0.663 0.001
H -4.81363 2.58906 2.32686 0.143 -0.378 -0.993 0.002
H -4.98387 0.27762 1.60170 0.604 -0.182 -0.352 0.000
H -3.57817 0.39091 2.59364 0.446 0.582 -1.136 0.000
H -3.64860 0.18237 -0.47379 -0.033 0.228 0.876 0.005
H -2.64002 -0.61934 0.51865 -0.603 0.673 0.321 0.005
C 3.80647 1.29042 2.41630 -0.734 -0.673 -0.084 0.000
C 3.01848 2.02140 1.32156 -0.554 -0.232 1.167 0.001
O 2.16377 3.02637 1.94448 -0.366 0.140 0.297 0.003
P 0.61394 3.12983 1.60758 -1.341 -1.104 -1.600 0.016
S 0.08014 3.67958 -0.29855 1.041 0.128 1.566 0.013
S -0.31274 1.32133 1.82136 1.488 -0.026 1.547 0.021
O 0.05795 4.09055 2.74415 0.411 0.279 -0.331 0.004
C 0.77727 5.32317 3.08115 -0.220 -0.600 0.182 0.001
C -0.18330 6.48765 3.11354 -1.357 0.213 0.071 0.000
H 4.56688 0.66925 1.93545 -0.095 -0.098 -0.062 0.000
H 3.11289 0.62613 3.00419 0.673 0.677 -0.486 0.000
H 4.36463 1.92894 3.10035 -0.306 0.277 -0.070 0.000
H 2.37922 1.31769 0.76986 0.320 0.166 -0.056 0.000
H 3.62957 2.61232 0.68638 0.739 0.075 -0.819 0.000
H 1.64124 5.44839 2.44352 0.050 0.083 -0.328 0.000
H 1.11375 5.08794 4.07544 0.525 0.252 0.386 0.000
H -1.03840 6.27202 2.39675 0.972 0.293 0.907 0.000
H 0.26623 7.45812 2.77275 -0.295 -0.911 0.666 0.000
H -0.58954 6.51964 4.18130 0.298 0.494 -1.609 0.000
O 4.46009 -1.89637 0.83738 0.149 -1.501 -1.138 0.003
C 3.96070 -2.35815 -0.38193 0.646 0.927 -1.091 0.010
O 4.60220 -3.14360 -1.04738 -0.363 0.504 1.087 0.012
C 2.71990 -1.67016 -0.88708 -0.955 -1.189 1.753 0.060
C 2.58540 -1.17552 -2.19658 1.585 -0.960 1.153 -0.002
C 1.46057 -0.50567 -2.53234 -1.583 1.696 -0.259 0.050
C 0.36173 -0.38480 -1.59301 1.299 0.649 -1.816 0.015
C 0.45056 -1.07763 -0.39651 -1.120 -0.635 1.325 0.036
C 1.58553 -1.70813 0.01047 2.512 -0.770 -1.377 -0.002
N -0.67082 0.48645 -1.82112 -0.414 -0.045 0.479 0.202
C -0.66279 1.26610 -2.89916 0.414 -0.737 0.243 0.214
C -1.41207 2.42489 -2.97629 0.031 0.989 0.028 0.081
C -1.10131 3.36757 -3.99132 0.134 0.511 -0.795 0.065
C -1.68376 4.61368 -3.97199 -0.217 -0.155 -0.263 0.044
C -2.69792 4.82433 -3.00831 -0.418 0.544 0.674 0.117
C -2.94465 3.87061 -2.01003 -0.133 1.006 -1.040 0.015
N -2.25372 2.74556 -1.94539 -0.309 -1.114 0.351 0.133
H 3.86815 -1.29115 1.27305 -0.686 0.429 -0.049 0.000
H 3.43998 -1.34320 -2.85810 -0.331 0.393 0.033 -0.001
H 1.43842 0.15564 -3.44060 0.156 -1.341 0.908 0.005
H -0.37892 -1.13711 0.30705 -0.139 0.219 -0.425 0.003
H 1.67752 -2.41309 0.87164 -0.458 1.134 -0.426 -0.001
H 0.04352 1.13450 -3.69812 0.050 -0.119 -0.298 0.015
H -0.36751 3.09631 -4.77415 -0.458 0.157 0.650 0.001
H -1.43140 5.42054 -4.70640 -0.226 -0.974 0.753 0.000
H -3.23381 5.77752 -3.01009 0.057 -0.432 0.110 0.007
H -3.74480 4.00163 -1.26359 0.571 0.174 -0.270 -0.001
C -0.62631 -8.36849 -1.83790 0.386 0.326 -0.366 0.000
C -0.26852 -7.14463 -1.01784 -1.254 0.082 0.282 0.000
C 0.99005 -6.68519 -0.81976 0.324 -1.218 0.213 0.000
C 1.20490 -5.73978 0.17730 -1.072 1.990 1.073 0.000
N 0.21044 -4.99812 0.73713 1.391 -1.785 -0.781 0.000
C -1.05716 -5.37589 0.44107 -0.593 0.882 0.462 0.000
S -2.41149 -4.59369 1.04554 0.147 0.004 -0.140 0.000
N -1.27586 -6.47419 -0.35694 1.589 -0.665 -0.979 0.000
C 2.58950 -5.48214 0.66371 0.739 0.282 -0.248 0.000
H -1.72238 -8.43317 -2.00060 0.792 -0.105 -0.040 0.000
H -0.23502 -9.28758 -1.37246 -0.434 0.372 0.206 0.000
H -0.05616 -8.33080 -2.79222 -0.705 0.167 0.389 0.000
H 1.83932 -7.24797 -1.17099 0.049 0.017 -0.370 0.000
H -2.23490 -6.65659 -0.56880 -0.505 -0.230 0.066 0.000
H 3.05692 -6.35910 1.15403 -0.418 0.363 -0.285 0.000
H 2.57847 -4.64683 1.34417 -0.106 0.088 0.526 0.000
H 3.26652 -5.14948 -0.14079 -0.282 -0.406 -0.016 0.000
```
Positions in Å, forces in eV/Å.

=====

An isolated ion of composition C5H10O2 and charge -1, computed with the ωB97M-V functional and the def2-TZVPD basis.

## Properties
- HOMO (spin up / spin down) (Eh) = 0.018 / -0.113
- charge = -1
- energy relative to the best compared isomer or geometry (same formula, charge and spin) (kcal per mole) = 0.0
- multiplicity = 2
- ⟨S²⟩ = 0.754
- gap between HOMO and LUMO (spin up / spin down) (eV) = 3.017 / 6.482
- E_LUMO (spin up / spin down) (hartree) = 0.129 / 0.125

Geometry as XYZ:
```
17
Properties=species:S:1:pos:R:3:forces:R:3:lowdin_spin:R:1
O -1.19648 1.17396 2.15286 0.034 0.052 0.008 0.325
C -1.84265 0.46055 1.30110 0.101 -0.673 -0.523 0.404
C -1.24130 -0.73728 0.56983 -0.586 0.391 0.236 0.086
C -0.71418 -0.41752 -0.83364 0.412 -0.169 0.236 0.055
C 0.47902 0.53102 -0.81211 0.071 0.000 -0.476 0.008
C 1.79956 -0.12373 -0.44903 -0.149 -0.277 -0.361 0.006
O 2.43490 -0.57303 -1.67379 -0.100 0.010 0.096 0.004
H -2.94192 0.49460 1.16330 0.028 0.289 0.356 0.048
H -0.44030 -1.20815 1.16612 -0.028 0.121 0.004 0.010
H -2.04629 -1.48746 0.46165 0.160 -0.059 -0.047 0.019
H -0.38935 -1.34103 -1.32234 0.028 -0.255 -0.215 0.011
H -1.51199 0.00014 -1.44726 -0.109 0.082 0.088 0.014
H 0.28772 1.38357 -0.16682 -0.163 -0.007 0.247 0.003
H 0.62937 0.91636 -1.82321 0.045 0.205 -0.061 0.002
H 2.45048 0.61091 0.01844 0.159 -0.029 0.313 0.000
H 1.64540 -1.00107 0.19611 0.066 0.362 0.100 0.003
H 3.18847 -1.11237 -1.42366 0.033 -0.045 0.000 0.001
```
Positions in Å, forces in eV/Å.

=====

C30H40N9OTi as an isolated structure in a non-equilibrium geometry, computed with the ωB97M-V functional and the def2-TZVPD basis.

## Properties
- HOMO (spin up / spin down) (Eh) = -0.453 / -0.495
- charge = +2
- energy relative to the best compared isomer or geometry (same formula, charge and spin) (kcal per mole) = 0.0
- multiplicity = 2
- ⟨S²⟩ = 0.773
- gap between HOMO and LUMO (spin up / spin down) (eV) = 6.139 / 6.881
- E_LUMO (spin up / spin down) (hartree) = -0.228 / -0.242

Geometry as XYZ:
```
81
Properties=species:S:1:pos:R:3:forces:R:3:lowdin_spin:R:1
Ti 0.31629 -0.03863 -0.36746 -1.307 -1.303 -0.271 0.490
C 4.42579 0.16177 -1.56376 -0.135 0.030 0.140 0.023
C 2.94199 0.05687 -1.51066 0.334 0.219 0.881 0.151
N 2.21569 0.29197 -0.41946 1.224 0.246 -1.039 0.017
N 2.80599 0.53777 0.77324 0.766 0.263 1.001 0.000
C 1.89059 0.64477 1.70034 1.217 -0.062 -0.594 -0.002
O 0.62609 0.54357 1.32774 0.373 0.738 1.797 -0.009
C 2.28059 0.76317 3.09504 -0.128 0.015 0.553 0.000
C 3.63669 0.77697 3.45004 -0.198 -0.013 -0.119 -0.001
C 3.99779 0.77277 4.78214 -0.026 0.056 -0.010 0.000
C 3.01919 0.76247 5.76854 -0.044 0.034 -0.044 -0.001
C 1.67269 0.77407 5.42724 0.076 0.036 0.123 0.000
C 1.30239 0.77227 4.09574 0.038 -0.013 -0.322 -0.001
C 2.11689 -0.27573 -2.61526 -0.626 -0.244 -0.684 0.056
C 2.57389 -0.47483 -3.93176 -0.046 0.102 0.636 0.026
C 1.66899 -0.70913 -4.93126 -0.488 -0.040 0.140 0.049
C 0.29959 -0.74183 -4.61386 0.361 0.023 0.088 0.026
C -0.08851 -0.57133 -3.30726 -0.479 -0.074 -0.190 0.043
N 0.77569 -0.36313 -2.29346 1.494 -0.118 -1.522 0.047
H 4.79129 0.64657 -0.66206 0.034 -0.053 -0.041 0.000
H 4.73119 0.73807 -2.43416 0.046 0.062 -0.063 0.005
H 4.88269 -0.82473 -1.64726 0.040 -0.060 0.027 0.010
H 4.38749 0.77757 2.67514 0.044 -0.020 -0.038 0.000
H 5.04309 0.77977 5.05654 0.018 -0.013 0.007 0.000
H 3.31399 0.75057 6.80644 -0.014 0.010 0.109 0.000
H 0.92089 0.78597 6.20444 -0.020 -0.026 -0.018 0.000
H 0.25829 0.76577 3.80934 -0.025 -0.001 0.052 0.000
H 3.63059 -0.43013 -4.13326 0.143 0.024 -0.036 0.001
H 1.99429 -0.85933 -5.94596 0.067 -0.017 -0.173 0.002
H -0.43181 -0.90713 -5.38766 -0.149 0.004 0.007 0.000
H -1.14261 -0.58623 -3.04066 0.112 0.003 -0.001 0.002
C 0.89389 -2.49803 1.25834 -0.136 0.271 0.291 0.000
N 0.07369 -3.24343 0.33324 -0.414 0.334 -0.287 0.000
C 0.78229 -4.32593 -0.32776 0.108 -0.347 -0.111 0.000
C -1.04961 -2.69193 -0.20576 0.209 -1.032 0.229 0.001
N -1.16311 -1.36933 -0.15996 -0.530 -0.443 -0.231 0.007
C -2.37101 -0.66703 -0.33546 -1.010 0.574 -0.150 0.004
C -3.64281 -1.17063 -0.05496 0.135 0.217 0.078 0.001
C -4.77991 -0.43783 -0.35606 0.062 -0.033 -0.020 0.001
C -4.66941 0.80667 -0.95676 0.096 0.145 0.135 0.001
C -3.41931 1.38417 -1.10996 0.067 -0.308 -0.078 0.001
C -2.27231 0.68197 -0.74696 -0.944 -0.429 -0.103 0.004
N -1.00681 1.31137 -0.75616 -0.606 0.471 0.025 0.010
C -0.89281 2.49827 -0.14276 -0.051 1.171 0.041 0.007
N 0.11259 3.31487 -0.52046 -0.363 -0.556 0.214 0.015
C 0.80859 3.08287 -1.76956 0.089 0.004 -0.478 0.005
C 0.81209 4.16467 0.42804 0.081 0.292 0.238 0.001
N -1.75411 2.90607 0.81454 0.572 -0.209 -0.251 0.003
C -2.33651 1.98977 1.77524 -0.031 -0.415 0.246 0.000
C -2.18231 4.28277 0.95234 -0.026 0.295 -0.050 0.000
N -1.93641 -3.55053 -0.74946 0.414 0.470 0.090 0.000
C -2.74261 -3.22893 -1.90436 -0.179 0.090 -0.344 0.000
C -2.15581 -4.87453 -0.20446 -0.100 -0.338 0.250 0.000
H 1.40609 -3.21033 1.91074 0.095 0.208 -0.098 0.000
H 0.26869 -1.84593 1.87974 0.262 -0.197 -0.142 0.000
H 1.66549 -1.90863 0.71754 -0.052 -0.194 0.296 0.000
H 1.79299 -3.98493 -0.57496 -0.068 -0.046 0.019 0.000
H 0.28739 -4.61353 -1.25076 -0.054 0.003 0.015 0.000
H 0.86249 -5.19883 0.32184 0.027 0.002 -0.033 0.000
H -3.74041 -2.12273 0.44174 0.009 -0.189 -0.056 0.000
H -5.75361 -0.84563 -0.12966 -0.051 -0.052 -0.013 0.000
H -5.55131 1.35417 -1.24776 -0.106 0.051 -0.018 0.000
H -3.31781 2.38697 -1.50446 -0.008 0.030 0.007 0.000
H 0.11649 2.62637 -2.48166 0.245 0.087 0.039 0.001
H 1.68789 2.43497 -1.63346 -0.240 0.167 -0.017 0.003
H 1.15469 4.04127 -2.16526 -0.089 -0.090 0.050 0.000
H 0.42679 4.01237 1.43474 0.004 0.017 -0.078 0.000
H 0.72189 5.22107 0.15984 0.001 -0.109 0.033 0.000
H 1.87209 3.89427 0.42124 -0.069 0.027 0.003 0.000
H -1.73101 1.08257 1.84674 -0.139 0.182 0.023 0.000
H -3.36791 1.71697 1.53564 0.051 0.085 -0.035 0.000
H -2.32371 2.48637 2.74744 0.000 -0.069 -0.009 0.000
H -1.79031 4.88287 0.13854 0.012 0.064 -0.043 0.000
H -1.86381 4.70847 1.90364 0.036 0.031 0.028 0.000
H -3.27311 4.31247 0.91114 0.001 0.004 0.005 0.000
H -2.36261 -2.32763 -2.38086 -0.130 -0.054 -0.020 0.000
H -3.79411 -3.08533 -1.64446 0.079 -0.007 -0.060 0.000
H -2.67321 -4.05913 -2.61216 0.032 0.078 0.030 0.000
H -1.53191 -5.03863 0.66684 -0.016 -0.007 0.035 0.000
H -1.95361 -5.64973 -0.94246 0.037 -0.009 -0.051 0.000
H -3.20071 -4.95583 0.10274 -0.013 -0.041 -0.042 0.000
```
Positions in Å, forces in eV/Å.